Record 1
Computed, not measured: a structure of composition C35H28CrN6O5S, with the ωB97M-V functional and the def2-TZVPD basis.

Properties
Energy above the lowest of the compared OMol25 structures with the same formula, charge and spin   0.0 kcal/mol
2S+1   4
Gap between HOMO and LUMO (alpha / beta)   7.10 / 7.11 eV
Total charge   -1
Calculated total energy   -3498.13051 hartree

Each line ends with the Löwdin charge.
CARTESIAN COORDINATES (ANGSTROEM)
Cr 0.5933 -0.2162 -0.7511  0.7996
C -1.1339 3.3287 4.8350  -0.0494
C -0.1778 3.0840 3.7036  -0.2980
C 0.6868 1.9941 3.7430  -0.0325
C 1.5687 1.7544 2.7046  -0.0495
C 1.5887 2.6095 1.6144  -0.2713
C 0.7449 3.7022 1.5568  -0.0405
C -0.1375 3.9308 2.6013  -0.0278
S 2.7234 2.2905 0.2939  0.6293
O 3.7298 1.4087 0.8202  -0.2905
O 3.1304 3.5566 -0.2721  -0.3048
N 1.8058 1.4594 -0.7416  -0.1555
C 1.5697 1.7295 -2.0507  -0.3445
C 2.1220 2.6813 -2.9293  0.0099
C 1.7687 2.6141 -4.2559  -0.0664
C 0.8959 1.6278 -4.7260  -0.0769
C 0.3820 0.7417 -3.8074  -0.1062
N 0.6858 0.8152 -2.5142  0.0167
H -1.8333 2.4995 4.9350  0.0648
H -1.7084 4.2377 4.6736  0.0765
H -0.6000 3.4217 5.7816  0.0831
H 0.6758 1.3244 4.5922  0.0963
H 2.2553 0.9217 2.7417  0.0774
H 0.7754 4.3565 0.6990  0.1170
H -0.8109 4.7761 2.5537  0.1114
H 2.8113 3.4139 -2.5542  0.0950
H 2.1873 3.3307 -4.9484  0.1041
H 0.6295 1.5534 -5.7679  0.0934
H -0.3110 -0.0446 -4.0904  0.1180
C 4.2919 -2.3587 -1.6485  -0.0733
C 3.7942 -3.6286 -1.9149  -0.0909
C 2.4299 -3.8413 -1.9233  -0.0385
C 1.5689 -2.7713 -1.6706  -0.1913
C 2.0550 -1.4860 -1.3900  -0.1503
C 3.4323 -1.3042 -1.3782  -0.0776
C 0.1113 -2.8765 -1.7578  -0.1760
C -0.5673 -4.0766 -2.0877  0.0135
C -1.9095 -4.0548 -2.2966  0.0071
C -2.6083 -2.8230 -2.2621  -0.1545
C -3.9750 -2.7187 -2.5896  -0.0402
C -4.5908 -1.4976 -2.6188  -0.0781
C -3.8517 -0.3373 -2.3340  -0.0502
C -2.5282 -0.4108 -1.9896  -0.0179
C -1.8830 -1.6616 -1.9180  -0.1718
N -0.5580 -1.7350 -1.5673  0.0869
H 5.3624 -2.1991 -1.6233  0.1026
H 4.4719 -4.4511 -2.1009  0.0967
H 2.0490 -4.8353 -2.1149  0.0950
H 3.8443 -0.3405 -1.1113  0.0870
H -0.0109 -4.9948 -2.1583  0.1019
H -2.4501 -4.9618 -2.5261  0.1166
H -4.5188 -3.6238 -2.8270  0.1087
H -5.6393 -1.4227 -2.8653  0.0994
H -4.3284 0.6312 -2.3622  0.1147
H -1.9774 0.4881 -1.7684  0.0923
C -3.7746 -0.5201 1.3534  -0.0098
C -2.4762 0.2135 1.6773  -0.5105
C -2.6619 1.1127 2.9050  -0.0117
O -1.5089 -0.7940 1.9371  -0.0206
C -2.0453 1.1279 0.5081  -0.6184
O -2.8302 1.9817 0.1227  0.0468
O -0.8553 0.9788 0.0852  -0.1097
H -4.1473 -1.0034 2.2548  0.0814
H -3.6008 -1.2881 0.6043  0.0738
H -4.5184 0.1797 0.9840  0.0862
H -3.0045 0.5136 3.7462  0.0902
H -3.3850 1.8942 2.6877  0.0968
H -1.7115 1.5823 3.1749  0.0443
H -0.6318 -0.3879 1.8948  0.0408
N 1.1196 -1.0034 0.9809  0.1245
C 1.8164 -1.3061 1.8677  -0.1128
C 2.6360 -1.6293 2.9197  -0.2608
C 3.7586 -2.4493 2.7114  -0.2394
N 4.6763 -3.1263 2.5542  0.1212
C 2.3743 -1.0769 4.1840  -0.2452
N 2.1381 -0.6115 5.2111  0.1424

***

Record 2
Computed, not measured: a cluster of 2 separate species, C17H17ClF9NO4PS2 in total, with the ωB97M-V functional and the def2-TZVPD basis.

Properties
2S+1   1
Gap between HOMO and LUMO   6.40 eV
Total charge   +1
Calculated total energy   -3509.99001 hartree

Each line ends with the natural charge from an NBO analysis.
CARTESIAN COORDINATES (ANGSTROEM)
C -2.1377 5.0297 -2.4542  -0.1155
C -2.1637 4.0774 -1.7164  -0.0928
C -2.5393 2.7852 -1.1779  -0.0604
C -1.7105 1.7456 -1.1830  -0.0568
C -0.2657 1.7772 -1.7026  -0.4277
C 0.5763 0.8994 -0.7387  -0.4635
C 2.0804 1.2997 -0.6921  0.6376
F 2.2990 1.9905 -1.8531  -0.3220
F 2.9091 0.2280 -0.7757  -0.3412
C 2.4438 2.2930 0.4429  0.4638
F 3.5133 2.9932 0.0594  -0.2864
F 1.4908 3.1959 0.6190  -0.2848
S 2.8682 1.5275 2.1139  2.3456
F 4.2176 0.8991 1.5474  -0.4542
F 2.0131 0.2097 1.8261  -0.4655
F 1.6019 2.2394 2.7978  -0.4533
F 3.7077 2.8401 2.5054  -0.4508
F 3.2428 0.9249 3.5350  -0.4335
C -2.2195 0.4158 -0.6331  0.5420
O -1.9392 -0.6406 -1.1292  -0.5119
C -3.1154 0.5374 0.6085  -0.0126
C -2.9999 -0.5495 1.6747  -0.5657
C -4.1782 -1.5720 1.5279  0.5867
O -4.5247 -2.2943 2.3879  -0.4698
Cl -4.9833 -1.5865 -0.0851  -0.0595
C -3.9298 1.5982 0.6345  -0.3766
P -5.0162 1.8685 2.0988  0.8282
S -6.6647 0.8435 2.0794  -0.5297
C -3.9321 2.5512 -0.5679  0.5323
O -4.9168 3.0876 -0.9753  -0.4416
H -1.9539 5.8847 -3.0745  0.2522
H -0.2369 1.3208 -2.7021  0.2426
H 0.0371 2.8278 -1.7438  0.2559
H 0.5232 -0.1660 -0.9917  0.2476
H 0.2058 1.0611 0.2881  0.2233
H -2.9798 -0.1463 2.6913  0.2642
H -2.0822 -1.1203 1.4666  0.2609
H -5.2707 3.2509 2.2946  0.0138
H -4.2683 1.4649 3.2390  -0.0193
C 2.0630 -5.4254 -0.3478  -0.7427
C 2.2291 -3.9487 -0.4377  0.7037
O 1.5919 -3.1337 0.1486  -0.4345
N 3.1956 -3.3379 -1.4107  -0.5757
C 4.5611 -3.9350 -1.5081  -0.4256
H 1.5412 -5.6611 0.5757  0.2911
H 1.4741 -5.7764 -1.1985  0.2772
H 3.0278 -5.9336 -0.3363  0.2513
H 2.7310 -3.3712 -2.3252  0.4478
H 3.1992 -2.3472 -1.1354  0.4683
H 5.1620 -3.2876 -2.1418  0.2534
H 4.4851 -4.9219 -1.9553  0.2399
H 4.9923 -3.9842 -0.5114  0.2442

***

Record 3
Computed, not measured: the molecule C4H9NO2, with the ωB97M-V functional and the def2-TZVPD basis.

Properties
Energy above the lowest of the compared OMol25 structures with the same formula, charge and spin   13.4 kcal/mol
2S+1   1
Gap between HOMO and LUMO   10.85 eV
SMILES string   C[C@@H](O)CC(N)=O
Calculated total energy   -363.06411 hartree

Each line ends with the natural charge from an NBO analysis.
CARTESIAN COORDINATES (ANGSTROEM)
C 2.1483 0.4895 0.1786  -0.6199
C 0.7153 0.6248 -0.3270  0.1053
O 0.5289 -0.1875 -1.4709  -0.7244
C -0.2639 0.1658 0.7665  -0.5249
C -1.7217 -0.0965 0.3280  0.6662
O -2.6379 0.6237 0.6720  -0.5936
N -1.9806 -1.2008 -0.4673  -0.8571
H 2.3390 -0.5325 0.5258  0.2063
H 2.3200 1.1726 1.0195  0.2136
H 2.8736 0.7259 -0.6052  0.2242
H 0.5398 1.6826 -0.5879  0.1642
H -0.4357 -0.2155 -1.5874  0.4723
H 0.1351 -0.7703 1.1742  0.2154
H -0.2915 0.9117 1.5679  0.2421
H -2.9575 -1.4625 -0.5311  0.4080
H -1.3113 -1.9310 -0.6559  0.4022

***

Record 4
Computed, not measured: the molecule C5H7FS2, with the ωB97M-V functional and the def2-TZVPD basis.

Properties
Energy above the lowest of the compared OMol25 structures with the same formula, charge and spin   32.8 kcal/mol
2S+1   1
Gap between HOMO and LUMO   8.39 eV
SMILES string   C/C(=C/SC=S)CF
Calculated total energy   -1090.88666 hartree

Each line ends with the natural charge from an NBO analysis.
CARTESIAN COORDINATES (ANGSTROEM)
C -0.0817 -1.8249 -0.8796  -0.6315
C 0.3363 -0.5223 -0.2923  -0.0387
C 1.7363 -0.5546 0.0592  0.0046
C -0.5012 0.5283 -0.2466  -0.3709
C -1.6809 2.5127 1.1798  -0.5289
H -1.1403 -1.8223 -1.1036  0.2154
H 0.1427 -2.6621 -0.1950  0.2438
H 0.4803 -2.0197 -1.8180  0.2220
H 1.8955 0.1071 1.0156  0.1903
H 2.4829 -0.1595 -0.6941  0.2011
H -1.4149 0.6726 -0.8024  0.2276
H -2.3426 2.2026 0.3841  0.1916
F 2.2484 -1.8478 0.2201  -0.3673
S -0.1339 1.8862 0.8206  0.3630
S -2.0267 3.5039 2.3521  0.0778

***

Copy entry 2 word for word.
Computed, not measured: a cluster of 2 separate species, C17H17ClF9NO4PS2 in total, with the ωB97M-V functional and the def2-TZVPD basis.

Properties
2S+1   1
Gap between HOMO and LUMO   6.40 eV
Total charge   +1
Calculated total energy   -3509.99001 hartree

Each line ends with the natural charge from an NBO analysis.
CARTESIAN COORDINATES (ANGSTROEM)
C -2.1377 5.0297 -2.4542  -0.1155
C -2.1637 4.0774 -1.7164  -0.0928
C -2.5393 2.7852 -1.1779  -0.0604
C -1.7105 1.7456 -1.1830  -0.0568
C -0.2657 1.7772 -1.7026  -0.4277
C 0.5763 0.8994 -0.7387  -0.4635
C 2.0804 1.2997 -0.6921  0.6376
F 2.2990 1.9905 -1.8531  -0.3220
F 2.9091 0.2280 -0.7757  -0.3412
C 2.4438 2.2930 0.4429  0.4638
F 3.5133 2.9932 0.0594  -0.2864
F 1.4908 3.1959 0.6190  -0.2848
S 2.8682 1.5275 2.1139  2.3456
F 4.2176 0.8991 1.5474  -0.4542
F 2.0131 0.2097 1.8261  -0.4655
F 1.6019 2.2394 2.7978  -0.4533
F 3.7077 2.8401 2.5054  -0.4508
F 3.2428 0.9249 3.5350  -0.4335
C -2.2195 0.4158 -0.6331  0.5420
O -1.9392 -0.6406 -1.1292  -0.5119
C -3.1154 0.5374 0.6085  -0.0126
C -2.9999 -0.5495 1.6747  -0.5657
C -4.1782 -1.5720 1.5279  0.5867
O -4.5247 -2.2943 2.3879  -0.4698
Cl -4.9833 -1.5865 -0.0851  -0.0595
C -3.9298 1.5982 0.6345  -0.3766
P -5.0162 1.8685 2.0988  0.8282
S -6.6647 0.8435 2.0794  -0.5297
C -3.9321 2.5512 -0.5679  0.5323
O -4.9168 3.0876 -0.9753  -0.4416
H -1.9539 5.8847 -3.0745  0.2522
H -0.2369 1.3208 -2.7021  0.2426
H 0.0371 2.8278 -1.7438  0.2559
H 0.5232 -0.1660 -0.9917  0.2476
H 0.2058 1.0611 0.2881  0.2233
H -2.9798 -0.1463 2.6913  0.2642
H -2.0822 -1.1203 1.4666  0.2609
H -5.2707 3.2509 2.2946  0.0138
H -4.2683 1.4649 3.2390  -0.0193
C 2.0630 -5.4254 -0.3478  -0.7427
C 2.2291 -3.9487 -0.4377  0.7037
O 1.5919 -3.1337 0.1486  -0.4345
N 3.1956 -3.3379 -1.4107  -0.5757
C 4.5611 -3.9350 -1.5081  -0.4256
H 1.5412 -5.6611 0.5757  0.2911
H 1.4741 -5.7764 -1.1985  0.2772
H 3.0278 -5.9336 -0.3363  0.2513
H 2.7310 -3.3712 -2.3252  0.4478
H 3.1992 -2.3472 -1.1354  0.4683
H 5.1620 -3.2876 -2.1418  0.2534
H 4.4851 -4.9219 -1.9553  0.2399
H 4.9923 -3.9842 -0.5114  0.2442

***

> Number 3 is which compound?

C4H9NO2

***

> Which value of 2S+1 does entry 1 give?

4